No. 1
{
  "formula": "C47H47CaN7OP2S5",
  "method": "ωB97M-V/def2-TZVPD",
  "homo_ev": -6.3,
  "de_lowest_ev": 0.436,
  "fmax_ha_per_bohr": 0.0233,
  "e_lumo_ev": -0.45,
  "elements": ["Ca", "S", "S", "S", "S", "S", "P", "P", "O", "N", "N", "N", "N", "N", "N", "N", "C", "C", "C", "C", "C", "C", "C", "C", "C", "C", "C", "C", "C", "C", "C", "C", "C", "C", "C", "C", "C", "C", "C", "C", "C", "C", "C", "C", "C", "C", "C", "C", "C", "C", "C", "C", "C", "C", "C", "C", "C", "C", "C", "C", "C", "C", "C", "H", "H", "H", "H", "H", "H", "H", "H", "H", "H", "H", "H", "H", "H", "H", "H", "H", "H", "H", "H", "H", "H", "H", "H", "H", "H", "H", "H", "H", "H", "H", "H", "H", "H", "H", "H", "H", "H", "H", "H", "H", "H", "H", "H", "H", "H", "H"],
  "coordinates": [[-0.4786, 0.0788, -1.1811], [-0.6724, -1.8341, -3.5406], [-1.8938, 0.9956, -4.5286], [0.9652, -1.8177, 1.1859], [-0.9444, -0.7001, -5.2371], [-0.4771, 1.8471, -3.2942], [-3.0354, 1.1420, 2.0576], [-0.4484, 3.2293, 1.9703], [4.9553, -0.5119, -6.5820], [1.1786, -4.3181, 0.3534], [3.7102, -0.3147, -4.7047], [-1.4253, -2.1073, -0.6412], [2.0260, 0.1148, -1.5244], [-0.6588, -3.2312, -0.4099], [5.5974, -1.7412, -4.8014], [-2.8336, 0.0813, -1.3089], [2.2956, -0.0711, -2.8122], [-3.5109, -1.5856, 2.7305], [1.7018, 4.8345, 2.8125], [-5.6757, -1.7976, 1.0140], [-0.2441, 5.2423, -1.5611], [0.9706, 3.6712, 3.0374], [4.8146, -4.4723, -1.6850], [-3.0394, -3.6677, -1.6566], [1.7345, 3.8807, -1.4508], [-5.2831, 2.1635, 5.3116], [-1.3117, 0.5235, 2.3259], [4.5534, -5.3942, -0.5285], [4.0005, -3.1341, -3.5381], [-2.4653, -2.3099, -1.3788], [-4.8628, 1.7081, 4.0749], [-4.6927, 1.1475, -2.3539], [2.7028, 5.2212, 3.6898], [6.1017, -4.0487, -1.9836], [-4.4012, -1.2136, -2.5492], [3.0504, 0.2771, -0.6835], [-0.1659, 1.3881, 1.8111], [2.9895, 4.4541, 4.8097], [-2.5880, 2.1176, 4.6884], [-3.8991, -0.4746, 1.9810], [3.5881, -0.0877, -3.3262], [1.3277, 3.3946, -0.2224], [0.4618, -3.1677, 0.3462], [4.7728, -0.8231, -5.4256], [4.3644, 0.3027, -1.1111], [0.1245, 3.8178, 0.3495], [-3.5072, 1.6757, 3.7453], [-4.1848, -2.7890, 2.6133], [3.7752, -4.0021, -2.4850], [-5.2709, -2.8971, 1.7525], [4.6449, 0.1303, -2.4578], [-5.1276, -0.0712, -2.8394], [5.2920, -2.6782, -3.7892], [-3.5291, 1.1759, -1.6042], [0.9442, 4.8079, -2.1201], [-0.6557, 4.7465, -0.3294], [-3.0060, 2.5816, 5.9287], [6.3403, -3.1521, -3.0126], [2.2653, 3.2948, 5.0463], [1.2641, 2.9100, 4.1679], [-3.2584, -1.1008, -1.7714], [-4.3538, 2.6050, 6.2455], [-4.9882, -0.5951, 1.1263], [7.3464, -2.8020, -3.2053], [-5.2977, 0.2566, 0.5339], [1.2475, 5.1672, -3.0930], [-4.7070, -2.1672, -2.9501], [0.7085, 2.0028, 4.3778], [-6.0122, -0.1371, -3.4573], [1.4962, 5.4421, 1.9393], [5.1609, 0.4553, -0.3976], [2.9947, 0.0899, -5.2948], [6.4151, -1.9338, -5.3626], [2.7601, -4.3231, -2.2850], [-2.7096, -4.0388, -2.6280], [-1.1538, 0.3230, 3.3909], [-5.2153, 2.0674, -2.5698], [-4.1242, -3.6176, -1.6534], [-3.1302, 2.1116, -1.2332], [-2.7617, -4.3687, -0.8718], [1.9502, -4.3545, 0.9976], [0.7537, 1.1200, 2.3357], [0.7531, -5.1931, 0.0968], [-0.8643, 5.9504, -2.0921], [4.0839, -4.8591, 0.2985], [-2.2718, 2.9261, 6.6444], [1.4460, -0.2181, -3.4678], [3.8960, -6.2165, -0.8131], [5.4799, -5.8229, -0.1500], [5.6622, 0.1552, -2.8184], [-2.6751, -1.5124, 3.4140], [-1.5289, 2.1196, 4.4665], [-3.8712, -3.6411, 3.2016], [2.4771, 2.6869, 5.9155], [-4.6812, 2.9630, 7.2117], [3.1726, -2.7981, -4.1458], [2.8057, 0.3889, 0.3653], [-0.7507, -3.9927, -1.0724], [-1.2662, -0.4556, 1.8363], [-1.5920, 5.0749, 0.1047], [-6.3384, 2.1749, 5.5473], [0.0629, 1.1745, 0.7608], [3.7726, 4.7555, 5.4910], [-5.8036, -3.8346, 1.6666], [-5.6003, 1.3643, 3.3587], [6.9343, -4.4053, -1.3897], [1.9577, 2.6902, 0.3075], [-6.5226, -1.8708, 0.3454], [3.2628, 6.1259, 3.4949], [2.6538, 3.5255, -1.8973]],
  "atomic_forces_ev_per_a": [[0.87, -0.25, -0.79], [0.02, -0.09, 0.13], [0.22, -0.18, -0.02], [-0.06, -0.04, -0.17], [-0.01, 0.08, 0.09], [-0.12, 0.40, 0.12], [0.14, 0.12, -0.13], [-0.12, -0.07, 0.08], [0.08, 0.17, -0.17], [-0.02, 0.08, 0.13], [0.07, 0.13, -0.02], [-0.27, -0.42, -0.34], [0.07, 0.04, 0.05], [-0.01, 0.01, 0.17], [0.09, 0.16, -0.04], [-0.43, -0.02, 0.04], [-0.05, 0.01, 0.05], [0.00, 0.00, -0.01], [0.01, 0.07, -0.02], [0.01, 0.02, -0.01], [-0.01, -0.02, 0.04], [0.02, -0.01, 0.00], [-0.04, 0.04, -0.09], [0.04, 0.01, -0.16], [-0.07, -0.02, -0.02], [0.03, 0.01, 0.04], [0.00, -0.38, 0.16], [0.00, -0.07, 0.04], [0.07, 0.10, 0.01], [-0.37, 0.26, 0.59], [-0.04, 0.01, -0.03], [0.04, 0.03, 0.02], [0.03, -0.01, 0.03], [0.05, 0.02, 0.01], [-0.02, 0.04, -0.03], [0.08, 0.05, 0.01], [0.10, 0.15, 0.00], [-0.02, -0.02, -0.03], [0.07, 0.06, 0.02], [-0.06, -0.03, 0.05], [-0.09, -0.14, -0.10], [-0.03, -0.01, 0.03], [-0.01, -0.01, -0.07], [-0.17, -0.35, 0.01], [-0.06, -0.02, 0.05], [0.10, 0.06, -0.08], [-0.10, -0.08, -0.01], [-0.01, 0.01, -0.01], [0.00, -0.07, 0.07], [-0.01, -0.02, -0.01], [-0.02, -0.06, -0.04], [0.04, -0.04, 0.00], [-0.01, 0.13, 0.09], [-0.01, 0.00, 0.00], [0.01, -0.02, -0.05], [0.02, -0.01, -0.07], [-0.04, 0.00, 0.01], [-0.01, -0.03, 0.06], [0.02, 0.02, -0.01], [0.00, 0.01, 0.05], [0.03, -0.21, 0.16], [0.00, -0.02, -0.02], [-0.04, -0.06, -0.01], [0.03, 0.02, -0.01], [0.00, 0.05, -0.05], [0.01, 0.02, -0.03], [0.00, 0.01, -0.01], [0.00, -0.02, 0.00], [-0.03, 0.01, -0.02], [-0.01, -0.01, 0.00], [0.03, 0.01, 0.02], [0.07, 0.02, 0.05], [-0.11, 0.00, 0.04], [-0.04, -0.01, 0.00], [0.01, -0.02, 0.01], [-0.06, -0.03, -0.09], [-0.03, 0.01, -0.01], [-0.03, 0.01, -0.03], [0.01, 0.00, 0.00], [0.06, -0.03, 0.01], [-0.02, 0.01, -0.04], [0.00, -0.02, -0.07], [-0.02, -0.03, -0.03], [-0.02, 0.03, -0.02], [-0.01, 0.03, 0.03], [0.03, 0.01, 0.03], [0.00, -0.01, -0.07], [-0.03, -0.01, -0.01], [0.03, -0.02, 0.00], [0.08, -0.03, -0.05], [0.03, 0.00, 0.03], [-0.02, 0.03, 0.00], [0.01, -0.03, 0.02], [0.02, -0.01, 0.03], [-0.01, 0.02, 0.03], [-0.06, 0.01, -0.02], [0.00, -0.01, 0.03], [0.08, 0.12, 0.02], [0.01, 0.10, 0.07], [-0.03, 0.01, 0.02], [-0.04, 0.00, 0.02], [-0.01, 0.28, 0.23], [0.03, 0.02, 0.03], [-0.02, -0.04, 0.00], [0.00, 0.00, -0.03], [0.02, -0.01, 0.01], [0.02, -0.02, 0.03], [-0.04, -0.01, -0.03], [0.02, 0.02, 0.00], [0.04, 0.00, -0.01]]
}

No. 2
{
  "formula": "C47H47ClF18N2O5S2Si2",
  "method": "ωB97M-V/def2-TZVPD",
  "homo_ev": -9.0,
  "fmax_ha_per_bohr": 0.0224,
  "e_lumo_ev": 0.11,
  "elements": ["Cl", "S", "S", "Si", "Si", "F", "F", "F", "F", "F", "F", "F", "F", "F", "F", "F", "F", "F", "F", "F", "F", "F", "F", "O", "O", "O", "O", "O", "N", "N", "C", "C", "C", "C", "C", "C", "C", "C", "C", "C", "C", "C", "C", "C", "C", "C", "C", "C", "C", "C", "C", "C", "C", "C", "C", "C", "C", "C", "C", "C", "C", "C", "C", "C", "C", "C", "C", "C", "C", "C", "C", "C", "C", "C", "C", "C", "C", "H", "H", "H", "H", "H", "H", "H", "H", "H", "H", "H", "H", "H", "H", "H", "H", "H", "H", "H", "H", "H", "H", "H", "H", "H", "H", "H", "H", "H", "H", "H", "H", "H", "H", "H", "H", "H", "H", "H", "H", "H", "H", "H", "H", "H", "H", "H"],
  "coordinates": [[2.4969, -4.1392, -1.3341], [0.4418, 2.7344, 2.6902], [5.7331, 0.3864, -3.2134], [4.1480, -0.1248, -1.7202], [1.4353, 0.8720, -1.2975], [8.7739, 4.3907, -1.7039], [7.7235, 1.7492, -1.4184], [1.2685, -0.5478, -0.5576], [-3.4501, -0.8992, -3.9015], [-4.5009, -1.3481, 5.9550], [-2.8915, -1.9512, -1.3290], [-13.2094, -3.8042, 3.6183], [6.9004, 4.0865, -0.7189], [1.5135, -2.6075, -4.4474], [6.9508, 4.8782, -2.7089], [-7.3341, -2.9169, 3.8732], [-4.5040, -0.1469, -2.1939], [6.7035, 6.5022, 5.2781], [8.4461, 2.4545, -3.3581], [6.0697, 2.7268, -4.3286], [-2.9790, 1.0392, -3.1066], [5.1302, 2.7792, -2.3560], [-2.0378, 0.0038, -0.8246], [6.9366, -0.3617, -2.9502], [4.3065, 1.6371, 1.8372], [2.8970, 0.8753, -2.0800], [5.0989, 0.2440, -4.5055], [-1.0807, 4.2859, 1.0626], [-3.1204, 3.8200, 1.7474], [-2.2313, 3.0577, 2.4818], [3.6499, -2.8246, -0.9064], [3.0565, -3.2814, -8.1859], [-8.7371, -1.4564, 2.6717], [-9.8549, -5.0871, 3.2712], [-9.2788, -0.1872, 2.5264], [4.9442, 0.1652, -0.0561], [-12.1878, -4.6248, 3.2963], [-2.4054, 4.5080, 0.9369], [-1.0000, -1.3119, -2.5323], [7.1778, 5.5488, 3.1844], [-3.9478, -1.3503, 4.7195], [-2.8304, -1.3538, 2.2108], [2.8994, -1.9040, -6.2167], [-3.1615, -0.2821, 4.3411], [-12.4708, -5.8225, 2.6718], [4.9722, -3.4060, -0.3979], [7.4824, 2.5815, -2.4452], [3.8166, -1.9088, -2.1235], [7.5235, 4.0298, -1.8835], [-10.8994, -4.2352, 3.6026], [8.3092, 7.5535, 3.9241], [3.4198, -2.1425, -7.4805], [6.1205, 2.2310, -3.0964], [-1.0489, 3.3541, 2.0629], [1.6474, -3.9711, -6.3603], [2.0258, -2.8285, -5.6877], [0.1136, 1.0400, -2.5788], [8.8192, 6.6021, 1.7720], [2.1708, -4.1921, -7.6257], [4.8300, 1.5941, 0.5207], [-7.5281, -0.6978, 4.6245], [7.8962, 5.5900, 1.9979], [1.2750, 2.1763, 0.0363], [0.8404, 1.5504, 1.3634], [9.0238, 7.5802, 2.7353], [-7.8705, -1.6835, 3.7222], [-10.1114, -6.2977, 2.6409], [-11.4168, -6.6618, 2.3417], [-3.3274, -0.2005, -2.7818], [-0.1992, -0.2732, -3.3244], [-2.2698, -0.8541, -1.8610], [-3.6285, -2.4151, 2.6168], [-8.0770, 0.5660, 4.4652], [-2.5976, -0.2913, 3.0745], [-4.1932, -2.4202, 3.8837], [7.3996, 6.5349, 4.1242], [-8.9522, 0.8237, 3.4193], [0.4634, 2.8256, -0.2947], [0.7340, -0.7386, -3.6294], [4.6624, -2.2751, -2.7153], [-1.3059, -2.1024, -3.2192], [0.9609, -4.6683, -5.8990], [9.3780, 6.6280, 0.8458], [2.9540, -1.9722, -2.7875], [5.8225, 2.0424, 0.5679], [-0.7357, -0.0475, -4.2478], [1.8857, -5.0799, -8.1736], [-8.9794, -2.2540, 1.9821], [-9.2930, -6.9566, 2.3840], [-1.9833, 0.5412, 2.7661], [-2.3959, -1.3534, 1.2200], [0.5187, 1.7567, -3.3025], [-11.6186, -7.6033, 1.8486], [-9.3768, 1.8110, 3.2980], [4.1163, -1.4352, -7.9095], [3.4651, -3.4613, -9.1709], [-7.8138, 1.3520, 5.1598], [4.8159, -4.4332, -0.0748], [9.7440, 8.3687, 2.5634], [5.3016, -2.8581, 0.4850], [3.1764, -1.0270, -5.6488], [-8.8397, -4.8021, 3.5070], [-13.4968, -6.0860, 2.4537], [6.4557, 4.7685, 3.3847], [6.0054, -0.0586, -0.2106], [8.4487, 8.3070, 4.6873], [5.7432, -3.3887, -1.1638], [-0.7749, 1.5060, -2.1617], [-3.0002, 0.5418, 5.0234], [2.1495, 2.8126, 0.1680], [-6.8449, -0.9188, 5.4330], [-4.8172, -3.2353, 4.2219], [-9.9603, 0.0099, 1.7098], [4.6157, -0.5675, 0.6855], [3.1556, -2.3023, -0.0886], [-0.3966, -1.7933, -1.7624], [-2.7534, 5.2150, 0.2016], [7.7352, 4.8307, 1.2486], [1.5854, 0.8709, 1.7732], [-0.0597, 0.9498, 1.2155], [-10.7280, -3.2836, 4.0881], [3.8118, 0.8342, 2.0238], [-3.8175, -3.2414, 1.9445], [4.2321, 2.2318, -0.1343]],
  "atomic_forces_ev_per_a": [[-0.03, -0.12, -0.04], [0.43, 0.02, 0.06], [-0.26, -0.47, -0.65], [0.04, 0.04, 0.33], [-0.63, 0.91, -0.33], [0.84, 0.19, 0.15], [0.01, -0.02, 0.22], [0.39, -0.31, 0.09], [0.00, -0.40, -0.51], [0.00, -0.01, 0.02], [0.14, 0.16, 0.01], [-0.01, 0.01, 0.00], [-0.42, -0.06, 0.52], [0.03, -0.11, -0.09], [-0.34, 0.46, -0.62], [-0.04, -0.03, 0.00], [-0.56, 0.00, 0.38], [0.00, 0.00, 0.01], [0.12, -0.10, -0.13], [0.03, 0.13, -0.02], [0.30, 0.55, -0.15], [-0.11, -0.02, 0.07], [-0.01, 0.00, -0.10], [0.12, 0.10, 0.19], [-0.08, -0.01, 0.11], [0.02, -0.48, 0.62], [-0.05, 0.20, 0.03], [-0.05, -0.03, 0.06], [-0.11, 0.05, -0.09], [0.15, -0.01, 0.10], [0.06, 0.15, 0.04], [0.01, 0.00, -0.01], [0.01, -0.07, -0.08], [-0.05, -0.06, -0.03], [0.00, 0.03, 0.04], [0.23, 0.33, -0.05], [0.04, -0.02, -0.01], [-0.10, 0.12, -0.10], [0.11, -0.12, -0.24], [-0.07, -0.08, 0.00], [0.07, 0.01, -0.12], [0.04, -0.01, -0.02], [0.03, 0.07, 0.08], [0.01, 0.11, 0.10], [-0.08, -0.04, -0.02], [-0.37, -0.12, 0.20], [-0.26, 0.08, -0.11], [0.38, -0.09, -0.14], [-0.02, -0.46, -0.10], [0.00, 0.05, 0.04], [0.02, 0.07, 0.05], [-0.01, -0.06, -0.04], [0.22, -0.09, -0.05], [-0.26, -0.05, 0.03], [-0.07, -0.07, 0.04], [-0.01, -0.06, -0.05], [0.32, -0.17, -0.21], [0.01, 0.00, -0.03], [0.04, 0.05, 0.00], [0.11, -0.08, -0.12], [0.07, -0.03, 0.13], [0.06, 0.10, 0.09], [0.02, -0.19, 0.18], [-0.37, -0.07, -0.25], [-0.02, -0.04, -0.02], [-0.05, 0.15, -0.04], [0.02, -0.01, -0.01], [0.04, 0.03, 0.02], [0.30, -0.04, 0.30], [-0.28, 0.38, 0.17], [-0.17, -0.37, 0.06], [0.04, 0.09, 0.01], [-0.04, -0.01, -0.07], [-0.01, -0.18, -0.08], [-0.05, -0.13, 0.06], [0.04, 0.00, -0.06], [0.00, 0.02, -0.01], [0.03, 0.14, -0.12], [-0.01, -0.08, -0.04], [-0.05, -0.04, -0.08], [0.04, -0.04, 0.02], [0.00, 0.02, 0.01], [0.01, 0.00, 0.00], [-0.08, 0.15, 0.09], [-0.02, 0.01, 0.01], [-0.02, 0.04, -0.01], [0.00, -0.01, 0.00], [0.02, -0.03, 0.03], [0.00, 0.00, 0.00], [-0.02, 0.07, 0.02], [-0.03, -0.01, 0.05], [-0.02, 0.03, -0.01], [-0.01, -0.01, 0.00], [0.00, 0.00, 0.00], [0.00, 0.02, 0.00], [0.00, 0.00, 0.00], [0.00, 0.00, 0.02], [0.08, -0.01, -0.02], [0.00, 0.02, 0.00], [0.20, 0.12, -0.11], [0.04, 0.04, 0.03], [0.02, 0.03, 0.01], [0.00, 0.02, 0.00], [-0.01, 0.01, 0.01], [-0.01, -0.18, 0.02], [-0.01, -0.02, 0.01], [0.07, -0.01, 0.00], [-0.07, 0.00, 0.05], [-0.01, 0.00, 0.00], [0.07, -0.06, 0.02], [0.01, -0.03, -0.02], [-0.02, 0.02, 0.01], [0.00, -0.01, -0.01], [-0.15, -0.03, -0.05], [-0.14, -0.05, -0.06], [-0.03, 0.10, 0.11], [0.11, -0.02, 0.00], [0.01, -0.03, 0.05], [0.06, 0.13, 0.12], [0.04, -0.06, 0.04], [0.00, -0.01, 0.01], [0.04, 0.03, -0.05], [0.00, -0.01, 0.00], [-0.09, 0.02, 0.07]]
}

So what do the calculations give for HOMO-LUMO gap? Going down the list: 0.2150; 0.3342 Eh.